Molecular formula: C85H185F6N10O22S2
Method: DFT, wB97M-V/def2-TZVPD

Geometry as XYZ:
```
310
Properties=species:S:1:pos:R:3
C 16.606 -41.319 -21.944
C 17.127 -42.252 -22.732
C 18.660 -42.343 -22.902
O 19.189 -43.288 -23.621
C 19.490 -41.562 -22.104
C 18.994 -40.553 -21.123
C 17.423 -40.358 -21.156
O 16.888 -39.440 -20.557
O 19.641 -40.068 -20.233
O 16.240 -43.095 -23.247
H 15.554 -41.298 -21.701
H 20.545 -41.705 -22.287
C 18.975 -36.999 -22.024
O 19.680 -37.728 -22.976
C 21.054 -37.403 -23.014
C 21.373 -35.971 -23.629
N 20.693 -35.873 -24.987
H 20.833 -36.771 -25.428
H 19.693 -35.766 -24.899
C 21.290 -34.859 -25.949
C 20.814 -33.464 -25.773
O 21.116 -33.074 -24.427
C 21.102 -31.654 -24.360
H 18.022 -37.492 -21.831
H 18.871 -36.022 -22.495
H 19.559 -36.786 -21.129
H 21.371 -38.221 -23.661
H 21.440 -37.674 -22.031
H 22.432 -35.788 -23.809
H 20.958 -35.161 -23.030
H 20.981 -35.259 -26.915
H 22.378 -34.921 -25.942
H 19.729 -33.435 -25.877
H 21.195 -32.876 -26.607
H 20.091 -31.324 -24.598
H 21.793 -31.297 -25.124
H 21.533 -31.449 -23.380
C 19.119 -47.624 -25.172
O 17.762 -47.508 -24.743
C 17.360 -46.386 -23.927
C 18.104 -46.382 -22.608
N 17.475 -47.462 -21.679
H 17.955 -47.424 -20.791
H 16.534 -47.142 -21.501
C 17.255 -48.947 -22.207
C 16.499 -49.817 -21.240
O 15.235 -49.224 -21.130
C 14.498 -49.865 -20.087
H 19.623 -47.949 -24.262
H 19.529 -46.644 -25.415
H 19.384 -48.333 -25.956
H 16.307 -46.143 -23.785
H 17.753 -45.512 -24.447
H 18.050 -45.414 -22.109
H 19.172 -46.595 -22.600
H 18.294 -49.234 -22.372
H 16.718 -48.978 -23.155
H 16.979 -49.921 -20.267
H 16.410 -50.835 -21.619
H 14.288 -50.915 -20.291
H 13.597 -49.350 -19.754
H 15.108 -49.949 -19.188
C 18.113 -46.595 -13.559
O 17.528 -45.356 -14.074
C 16.167 -45.233 -13.722
C 15.536 -43.947 -14.403
N 16.309 -42.742 -13.927
H 15.887 -41.825 -13.967
H 16.388 -42.914 -12.935
C 17.729 -42.443 -14.456
C 18.028 -42.806 -15.902
O 17.106 -42.055 -16.660
C 17.183 -42.328 -18.051
H 17.500 -47.439 -13.873
H 18.156 -46.498 -12.474
H 19.081 -46.632 -14.059
H 16.075 -45.169 -12.638
H 15.567 -46.065 -14.091
H 14.524 -43.796 -14.027
H 15.525 -43.903 -15.492
H 18.438 -42.985 -13.830
H 17.905 -41.386 -14.255
H 17.892 -43.882 -16.012
H 19.032 -42.486 -16.181
H 16.292 -41.983 -18.575
H 17.286 -43.394 -18.252
H 18.036 -41.752 -18.410
C 13.552 -46.179 -20.543
O 13.172 -45.532 -21.814
C 12.717 -44.184 -21.582
C 12.231 -43.532 -22.822
N 13.298 -43.583 -23.889
H 14.241 -43.494 -23.540
H 13.261 -44.434 -24.433
C 13.275 -42.333 -24.802
C 12.009 -42.292 -25.643
O 11.093 -41.618 -24.911
C 9.767 -42.086 -25.170
H 12.728 -46.663 -20.020
H 14.002 -45.453 -19.866
H 14.275 -46.964 -20.768
H 13.425 -43.548 -21.050
H 11.934 -44.202 -20.824
H 12.057 -42.521 -22.452
H 11.345 -44.044 -23.198
H 14.172 -42.478 -25.403
H 13.381 -41.450 -24.172
H 11.665 -43.310 -25.831
H 12.314 -41.907 -26.616
H 9.692 -42.385 -26.215
H 8.981 -41.361 -24.959
H 9.579 -43.040 -24.676
C 19.153 -36.954 -14.705
O 18.425 -37.137 -15.858
C 19.170 -37.297 -17.058
C 18.468 -38.241 -18.066
N 16.924 -38.035 -18.095
H 16.689 -37.055 -18.167
H 16.624 -38.400 -18.988
C 16.143 -38.825 -17.042
C 14.666 -38.736 -17.558
O 14.092 -37.388 -17.803
C 14.082 -36.443 -16.700
H 19.730 -37.806 -14.344
H 18.347 -36.893 -13.973
H 19.762 -36.058 -14.817
H 20.099 -37.699 -16.656
H 19.457 -36.272 -17.296
H 18.770 -39.289 -18.042
H 18.834 -37.860 -19.019
H 16.339 -38.294 -16.110
H 16.522 -39.847 -17.053
H 14.007 -39.229 -16.844
H 14.683 -39.323 -18.477
H 13.338 -36.650 -15.931
H 13.674 -35.572 -17.213
H 15.123 -36.252 -16.440
C 20.902 -44.019 -18.831
C 21.334 -42.595 -18.862
C 22.762 -42.080 -18.388
N 23.092 -40.553 -18.569
C 24.486 -40.370 -17.913
C 25.144 -38.910 -18.002
C 25.044 -38.502 -19.450
C 23.744 -38.803 -20.311
C 23.287 -40.255 -20.069
C 22.087 -39.591 -17.870
H 21.628 -44.722 -19.239
H 20.002 -44.018 -19.446
H 20.615 -44.359 -17.836
H 20.586 -42.011 -18.324
H 21.307 -42.360 -19.926
H 23.459 -42.597 -19.048
H 23.059 -42.315 -17.366
H 25.053 -41.128 -18.453
H 24.427 -40.674 -16.868
H 26.207 -38.860 -17.763
H 24.639 -38.301 -17.252
H 25.756 -39.022 -20.092
H 25.097 -37.413 -19.455
H 23.917 -38.525 -21.350
H 23.002 -38.082 -19.969
H 23.892 -40.998 -20.589
H 22.241 -40.347 -20.362
H 22.193 -38.544 -18.153
H 22.246 -39.833 -16.819
H 21.111 -40.030 -18.076
C 15.532 -35.066 -20.548
C 14.854 -35.774 -21.799
C 14.187 -37.177 -21.448
N 13.661 -37.967 -22.701
C 12.928 -39.174 -22.053
C 11.536 -38.779 -21.471
C 10.593 -37.991 -22.350
C 11.398 -36.736 -22.834
C 12.630 -37.240 -23.616
C 14.826 -38.464 -23.553
H 16.169 -34.219 -20.805
H 16.268 -35.569 -19.920
H 14.772 -34.865 -19.793
H 15.611 -35.837 -22.581
H 14.109 -35.046 -22.119
H 13.373 -37.030 -20.738
H 14.870 -37.737 -20.808
H 13.565 -39.574 -21.264
H 12.787 -39.910 -22.844
H 11.714 -38.175 -20.581
H 11.097 -39.705 -21.100
H 9.696 -37.749 -21.781
H 10.132 -38.641 -23.094
H 11.667 -35.995 -22.082
H 10.687 -36.215 -23.474
H 13.211 -36.369 -23.919
H 12.521 -37.942 -24.442
H 15.279 -37.624 -24.080
H 14.361 -39.192 -24.217
H 15.667 -38.925 -23.036
C 21.748 -42.674 -28.053
C 20.291 -42.519 -27.708
C 20.117 -41.478 -26.560
N 18.743 -40.697 -26.658
C 18.803 -39.688 -25.436
C 17.660 -38.599 -25.517
C 17.713 -37.878 -26.869
C 17.565 -38.928 -28.063
C 18.705 -39.920 -28.081
C 17.605 -41.688 -26.420
H 22.096 -41.750 -28.516
H 21.859 -43.521 -28.729
H 22.263 -42.907 -27.122
H 19.818 -43.393 -27.261
H 19.659 -42.360 -28.582
H 20.782 -40.617 -26.630
H 20.140 -42.020 -25.614
H 19.724 -39.139 -25.633
H 19.002 -40.134 -24.462
H 17.757 -37.934 -24.659
H 16.671 -39.054 -25.462
H 18.695 -37.482 -27.126
H 17.034 -37.026 -26.892
H 17.607 -38.436 -29.035
H 16.595 -39.422 -27.995
H 19.597 -39.373 -28.387
H 18.449 -40.603 -28.892
H 17.221 -42.282 -27.250
H 16.773 -41.155 -25.960
H 18.051 -42.325 -25.656
C 23.166 -41.726 -23.331
C 22.862 -43.168 -22.942
C 23.872 -44.162 -23.409
N 23.497 -45.681 -23.118
C 22.298 -46.152 -23.957
C 22.646 -46.343 -25.443
C 23.986 -47.076 -25.666
C 25.168 -46.552 -24.837
C 24.808 -46.463 -23.338
C 23.229 -45.866 -21.681
H 24.179 -41.373 -23.136
H 22.481 -41.117 -22.742
H 23.116 -41.585 -24.411
H 21.876 -43.483 -23.283
H 22.726 -43.181 -21.860
H 24.884 -43.952 -23.063
H 23.967 -44.107 -24.493
H 21.482 -45.457 -23.759
H 21.917 -47.122 -23.636
H 22.660 -45.371 -25.936
H 21.939 -47.019 -25.922
H 24.335 -47.074 -26.699
H 23.605 -48.046 -25.346
H 25.647 -45.628 -25.158
H 26.000 -47.256 -24.815
H 25.549 -46.215 -22.578
H 24.672 -47.502 -23.038
H 24.074 -45.358 -21.218
H 23.070 -46.934 -21.529
H 22.273 -45.464 -21.345
C 12.719 -41.622 -18.698
C 12.704 -42.580 -17.480
C 11.307 -43.381 -17.509
N 11.063 -44.366 -16.307
C 9.810 -45.274 -16.466
C 10.051 -46.323 -17.548
C 11.288 -47.133 -17.185
C 12.620 -46.325 -16.854
C 12.295 -45.207 -15.880
C 10.696 -43.474 -15.051
H 13.758 -41.498 -19.003
H 12.532 -40.618 -18.318
H 11.994 -41.856 -19.478
H 12.830 -41.982 -16.578
H 13.521 -43.271 -17.686
H 11.305 -44.015 -18.396
H 10.407 -42.767 -17.525
H 9.013 -44.543 -16.605
H 9.543 -45.792 -15.544
H 10.078 -45.843 -18.526
H 9.203 -47.007 -17.578
H 11.432 -47.783 -18.048
H 11.132 -47.807 -16.343
H 13.061 -46.001 -17.797
H 13.433 -46.988 -16.563
H 13.156 -44.544 -15.967
H 12.232 -45.382 -14.806
H 10.403 -44.148 -14.246
H 10.008 -42.694 -15.379
H 11.594 -42.918 -14.781
C 15.299 -45.485 -27.260
C 13.794 -45.199 -27.059
O 13.357 -45.465 -25.921
O 13.129 -44.756 -28.074
H 15.776 -44.513 -27.379
H 15.449 -46.052 -28.179
H 15.686 -46.126 -26.468
C 17.967 -47.438 -17.453
F 18.937 -46.515 -17.223
F 18.284 -48.283 -18.442
F 17.722 -48.134 -16.349
S 16.404 -46.503 -18.057
O 16.105 -45.622 -16.955
O 16.640 -45.895 -19.375
O 15.354 -47.519 -18.179
C 21.927 -34.581 -19.591
F 21.838 -35.684 -20.352
F 22.000 -33.514 -20.360
F 20.960 -34.507 -18.722
S 23.588 -34.808 -18.659
O 23.431 -36.097 -18.055
O 24.668 -34.855 -19.583
O 23.603 -33.696 -17.668
```

Calculated values
Charge = +5
E_LUMO = -8.772 eV
Gap between HOMO and LUMO = 5.27 eV
E_HOMO = -14.04 eV
Energy = -6945.91667 Ha

Here are the Mulliken charges for atoms 1 to 4, given in e:
1 C 0.08
2 C -0.40
3 C 0.40
4 O -0.58